ORCA calculation (ωB97M-V with the def2-TZVPD basis set) on the molecule C3F6N2O3 at a distorted geometry.

Calculated values
- HOMO-LUMO gap (eV) = 9.23
- HOMO energy (eV) = -10.980

Geometry as ORCA input:
```
! wB97M-V def2-TZVPD RIJCOSX def2/J DEFGRID3
* xyz 0 1
C 0.535 0.706 -0.360
C 0.202 -0.817 -0.501
C -0.292 1.644 0.541
N -1.283 -0.864 -0.716
N 0.340 -1.730 0.882
O -0.027 -1.173 1.858
O -1.544 -1.320 -1.788
O 0.671 -2.866 0.733
F 1.775 0.864 0.037
F 0.373 1.181 -1.680
F 0.979 -1.470 -1.445
F -0.133 1.441 1.879
F -0.005 2.881 0.324
F -1.590 1.523 0.237
*
```

These are the Löwdin partial charges, in e, on atoms 1 to 5:
1 C -0.337
2 C -0.217
3 C -0.576
4 N 0.082
5 N -0.313

---

ORCA calculation (ωB97M-V with the def2-TZVPD basis set) on the molecule C4H5ClS2 at a distorted geometry.

Calculated values
- HOMO-LUMO gap (eV) = 8.63
- HOMO energy (eV) = -8.889

Geometry as ORCA input:
```
! wB97M-V def2-TZVPD RIJCOSX def2/J DEFGRID3
* xyz 0 1
C -1.363 -0.885 0.053
C 0.178 -0.655 0.212
C 0.491 2.050 0.630
C 1.014 -1.164 -0.683
H -1.608 -1.483 -0.873
H -1.768 0.176 -0.023
H -1.838 -1.318 0.970
H 0.629 2.820 1.460
H 0.621 -1.641 -1.569
S 0.659 0.485 1.417
S 0.307 2.503 -0.913
Cl 2.678 -0.887 -0.682
*
```

These are the Löwdin partial charges, in e, on atoms 1 to 5:
1 C -0.102
2 C -0.732
3 C -1.036
4 C -0.635
5 H 0.089

---

ORCA calculation (ωB97M-V with the def2-TZVPD basis set) on a structure of composition C13H11Br3N2O4 at a distorted geometry.

Calculated values
- HOMO-LUMO gap (eV) = 9.27
- HOMO energy (eV) = -10.044

Geometry as ORCA input:
```
! wB97M-V def2-TZVPD RIJCOSX def2/J DEFGRID3
* xyz 0 1
C 0.387 -0.592 -1.688
Br -0.726 -0.105 -0.188
Br -0.393 0.054 -3.396
Br 0.821 -2.500 -1.783
H 1.336 -0.105 -1.520
C -3.349 2.572 -0.414
C -2.756 3.208 0.668
C -2.971 4.550 0.931
C -3.791 5.266 0.056
C -4.337 4.643 -1.062
C -4.184 3.280 -1.249
N -4.232 6.640 0.344
O -4.831 7.246 -0.517
O -3.978 7.068 1.457
H -3.148 1.512 -0.490
H -2.084 2.654 1.310
H -2.522 5.064 1.769
H -4.914 5.244 -1.751
H -4.776 2.796 -2.014
C 4.218 -5.646 -0.379
C 2.854 -5.344 -0.297
C 2.435 -4.310 0.497
C 3.296 -3.585 1.321
C 4.654 -3.910 1.258
C 5.098 -4.901 0.400
N 2.889 -2.335 1.907
O 1.772 -1.932 1.653
O 3.678 -1.740 2.606
H 4.471 -6.490 -1.006
H 2.125 -5.876 -0.893
H 1.397 -4.004 0.536
H 5.426 -3.434 1.848
H 6.134 -4.988 0.088
*
```

These are the Löwdin partial charges, in e, on atoms 1 to 5:
1 C -1.542
2 Br 0.618
3 Br 0.529
4 Br 0.626
5 H -0.031

---

ORCA calculation (ωB97M-V with the def2-TZVPD basis set) on a structure of composition C17H32AlNO3SSbSe4Si.

Calculated values
- HOMO-LUMO gap (eV) = 6.50
- HOMO energy (eV) = -4.354

Geometry as ORCA input:
```
! wB97M-V def2-TZVPD RIJCOSX def2/J DEFGRID3
* xyz -1 1
Al -1.348 0.073 2.614
Se -2.527 -2.498 6.810
Sb -1.469 -0.663 5.724
Se -3.076 0.568 4.169
Se -0.065 -1.534 3.713
Se -0.089 0.899 6.919
C 2.749 -0.146 0.830
C 2.034 0.682 -0.230
C 2.366 2.163 -0.077
C 2.402 0.199 -1.625
O 0.618 0.574 -0.002
Si -0.471 -0.521 -0.543
S -2.233 -0.213 0.566
O -0.690 -0.393 -2.164
C -1.466 0.504 -2.967
C -1.352 1.922 -2.418
C -0.868 0.425 -4.364
C -2.914 0.033 -2.983
O 0.211 -1.988 -0.305
C -0.160 -3.305 -0.745
C -1.673 -3.478 -0.714
C 0.498 -4.257 0.244
C 0.383 -3.513 -2.151
H 3.833 -0.048 0.724
H 2.477 -1.197 0.742
H 2.464 0.185 1.827
H 3.387 2.371 -0.403
H 2.269 2.472 0.965
H 1.681 2.763 -0.677
H 3.481 0.293 -1.770
H 1.899 0.790 -2.391
H 2.129 -0.847 -1.762
H -0.303 2.210 -2.348
H -1.797 1.990 -1.425
H -1.861 2.631 -3.074
H 0.177 0.738 -4.348
H -1.414 1.070 -5.055
H -0.913 -0.599 -4.735
H -3.333 0.023 -1.978
H -2.972 -0.975 -3.396
H -3.524 0.693 -3.603
H -2.062 -3.276 0.282
H -1.940 -4.500 -0.995
H -2.163 -2.800 -1.417
H 0.133 -4.062 1.252
H 1.580 -4.115 0.236
H 0.282 -5.295 -0.019
H -0.029 -2.772 -2.835
H 0.126 -4.510 -2.515
H 1.471 -3.418 -2.153
C 0.897 4.201 2.892
C -0.144 4.027 1.984
C -0.729 2.786 1.883
N -0.308 1.746 2.613
C 0.689 1.903 3.489
C 1.313 3.130 3.655
H 1.365 5.171 3.005
H -0.506 4.843 1.376
H -1.555 2.595 1.209
H 0.948 1.026 4.070
H 2.092 3.222 4.397
*
```

These are the Löwdin partial charges, in e, on atoms 1 to 5:
1 Al -0.776
2 Se -0.216
3 Sb -0.213
4 Se 0.161
5 Se 0.209

---

ORCA calculation (ωB97M-V with the def2-TZVPD basis set) on the molecule C4H11N3O at a distorted geometry.

Calculated values
- HOMO-LUMO gap (eV) = 9.77
- HOMO energy (eV) = -8.874

Geometry as ORCA input:
```
! wB97M-V def2-TZVPD RIJCOSX def2/J DEFGRID3
* xyz 0 1
O 1.411 -1.790 -0.040
C 0.563 -0.935 0.135
N -0.745 -1.183 -0.177
C -1.905 -0.538 0.384
N -2.520 -1.165 1.509
C 0.974 0.512 0.520
N 0.859 1.367 -0.639
C 1.980 1.319 -1.593
H -0.881 -2.097 -0.591
H -2.660 -0.360 -0.373
H -1.609 0.479 0.628
H -3.229 -1.851 1.314
H -2.035 -1.259 2.380
H 1.955 0.332 0.967
H 0.295 0.852 1.295
H 0.710 2.305 -0.295
H 2.515 2.271 -1.639
H 2.716 0.609 -1.197
H 1.604 1.133 -2.588
*
```

These are the Löwdin partial charges, in e, on atoms 1 to 5:
1 O 0.041
2 C -0.477
3 N 0.067
4 C -0.300
5 N 0.023